The following is a quantum chemistry calculation of a molecular structure, C2H8N4O2Rb in a non-equilibrium geometry, from the Open Molecules 2025 dataset.

Orbital gap = 0.3852 hartree
Energy above the lowest of the compared OMol25 structures with the same formula, charge and spin = 173.4 kJ/mol
Lowest unoccupied orbital energy = -3.05 eV
E_HOMO = -13.5 eV
Total charge = +1
Largest force on an atom = 8.22 eV Å⁻¹

```
17
C2H8N4O2Rb, DFT ωB97M-V/def2-TZVPD
Rb -0.9008 -0.2984 3.1194
C -0.9288 2.2226 0.3049
O -0.7122 2.0117 1.4614
N -1.6632 1.4906 -0.4027
N -0.2385 3.0048 -0.4275
H -2.2667 0.8165 0.0463
H -1.4890 1.3965 -1.3930
H 0.2556 3.7659 0.0162
H -0.7051 3.1926 -1.3034
C 0.8394 -2.2218 0.3005
O 0.3890 -2.0991 1.4129
N 2.0825 -2.5093 0.0363
N 0.2298 -1.8391 -0.7668
H 2.7601 -2.6927 0.7624
H 2.3249 -2.7123 -0.9230
H 0.7662 -1.9203 -1.6187
H -0.7432 -1.6081 -0.6252
```

Taken from the natural (NBO) analysis, the atomic charges in e are: 0.990 0.748 -0.739 -0.802 -0.788 0.392 0.398 0.415 0.382 0.766 -0.759 -0.807 -0.806 0.419 0.386 0.400 0.406